A cluster of 16 separate species, C30H99N7O16 in total. Source: the OMol25 dataset; level of theory: the ωB97M-V functional and the def2-TZVPD basis.

Each atom is followed by the atoms it is bonded to, with distances in Å.
Cartesian coordinates (Å):
1 H -5.132 14.820 4.202  C146 1.095
2 O -7.825 13.726 3.100  H9 0.980, H54 0.983
3 O -1.970 12.687 1.530  H21 0.993, H132 0.963
4 H -3.064 18.710 6.497  N131 1.024
5 N -3.552 13.487 3.753  H10 1.018, H23 1.019, C146 1.473
6 H -9.851 16.281 4.342  C11 1.097
7 H -6.460 18.072 7.136  C114 1.100
8 H -11.634 18.014 4.040  C32 1.094
9 H -8.688 14.183 3.025  O2 0.980
10 H -3.096 13.694 4.640  N5 1.018
11 C -10.294 16.463 3.355  H6 1.097, C32 1.543, C66 1.529, N113 1.463
12 H -0.933 13.356 5.168  C92 1.092
13 H -7.438 15.572 -4.192  O98 0.965
14 H -0.292 10.688 5.914  C45 1.097
15 O -4.096 12.688 6.677  H70 0.965, H78 1.008
16 H -5.050 13.551 1.796  C101 1.101
17 H 2.867 16.217 5.534  C95 1.092
18 C 0.515 17.483 0.747  C26 1.523, C33 1.545, H44 1.092, N104 1.453
19 H -2.037 11.350 4.243  C128 1.092
20 C 1.586 14.394 -0.933  H60 1.097, O91 1.393, H103 1.088, H126 1.103
21 H -2.546 13.020 2.267  O3 0.993
22 H 2.087 17.924 7.105  C145 1.092
23 H -4.210 12.749 4.001  N5 1.019
24 C -4.470 18.254 7.815  C59 1.544, H67 1.090, C114 1.524, N131 1.478
25 N -6.713 13.025 5.836  H58 1.018, C65 1.466, H111 1.024
26 C 1.258 16.637 -0.279  C18 1.523, H89 1.096, O91 1.429, H144 1.096
27 H 0.119 16.575 4.247  C71 1.103
28 H -0.667 11.369 2.727  C152 1.094
29 H -11.075 14.702 3.140  N113 1.025
30 N 2.417 17.869 4.401  H55 1.015, H61 1.023, C95 1.484
31 C -6.018 19.369 0.781  H74 1.097, H93 1.087, H115 1.089, C129 1.525
32 C -11.713 17.006 3.624  H8 1.094, C11 1.543, O106 1.418, H121 1.097
33 C -1.015 17.327 0.593  C18 1.545, H52 1.096, H72 1.086, H80 1.096
34 H -6.191 15.596 -3.308  O98 0.965
35 H -2.304 9.006 3.186  C40 1.091
36 H -9.367 13.871 5.524  C139 1.096
37 H -7.308 13.610 7.728  C65 1.098
38 O -5.186 18.260 5.500  C114 1.410, C133 1.410
39 H 0.445 13.258 4.112  C92 1.093
40 C -1.639 9.232 4.020  H35 1.091, O53 1.432, H73 1.092, C128 1.533
41 H -4.412 17.405 -1.205  O51 0.963
42 C -11.158 13.693 7.506  H47 1.092, H123 1.096, O127 1.408, H151 1.089
43 H -7.691 15.999 7.228  C83 1.088
44 H 0.681 17.071 1.745  C18 1.092
45 C -1.366 10.623 6.129  H14 1.097, H81 1.086, C128 1.509, H137 1.098
46 H -7.090 17.627 4.921  C133 1.089
47 H -11.636 13.883 6.543  C42 1.092
48 N -3.582 10.223 5.065  H77 1.022, C128 1.492, H147 1.018
49 H -3.614 18.585 4.564  O143 0.984
50 H -0.920 14.411 3.796  C92 1.093
51 O -5.134 17.993 -0.958  H41 0.963, C129 1.432
52 H -1.211 16.254 0.707  C33 1.096
53 O -0.313 9.427 3.512  C40 1.432, C152 1.408
54 H -7.205 14.281 2.576  O2 0.983
55 H 2.835 18.625 4.933  N30 1.015
56 O -7.998 17.407 -1.357  H82 0.983, H124 0.970
57 H -2.988 16.080 4.508  C141 1.095
58 H -6.938 12.046 5.998  N25 1.018
59 C -4.887 18.827 9.187  C24 1.544, H68 1.091, H69 1.092, H148 1.088
60 H 1.082 14.374 -1.907  C20 1.097
61 H 1.556 18.298 4.055  N30 1.023
62 H -9.413 18.466 3.061  C66 1.087
63 H -13.015 17.488 5.895  C118 1.095
64 H -8.494 17.021 2.414  C66 1.096
65 C -7.557 13.866 6.690  N25 1.466, H37 1.098, C83 1.513, C139 1.524
66 C -9.470 17.493 2.581  C11 1.529, H62 1.087, H64 1.096, H94 1.095
67 H -4.374 17.168 7.856  C24 1.090
68 H -4.862 19.917 9.142  C59 1.091
69 H -5.886 18.503 9.483  C59 1.092
70 H -3.835 13.400 7.274  O15 0.965
71 C 0.986 15.937 4.489  H27 1.103, O87 1.431, C95 1.510, H149 1.092
72 H -1.591 17.902 1.312  C33 1.086
73 H -1.582 8.382 4.703  C40 1.092
74 H -6.766 18.632 1.098  C31 1.097
75 H -4.010 16.823 3.288  C141 1.089
76 H -2.806 19.860 4.216  O143 0.964
77 H -3.934 11.061 5.533  N48 1.022
78 H -5.044 12.902 6.408  O15 1.008
79 H 0.767 10.496 2.193  C152 1.088
80 H -1.317 17.578 -0.430  C33 1.096
81 H -1.644 11.475 6.741  C45 1.086
82 H -7.673 16.990 -2.186  O56 0.983
83 C -7.259 15.335 6.482  H43 1.088, C65 1.513, H112 1.097, H142 1.095
84 H -4.162 14.915 1.308  C101 1.100
85 H -0.881 10.093 1.605  C152 1.097
86 H 1.787 19.060 0.833  N104 1.020
87 O 0.395 14.935 5.322  C71 1.431, C92 1.409
88 O -1.880 15.966 6.890  H122 0.967, H125 0.974
89 H 0.924 16.777 -1.314  C26 1.096
90 H -5.839 19.675 6.908  C114 1.099
91 O 1.007 15.257 -0.005  C20 1.393, C26 1.429
92 C -0.268 13.961 4.549  H12 1.092, H39 1.093, H50 1.093, O87 1.409
93 H -6.444 19.972 -0.016  C31 1.087
94 H -9.818 17.594 1.548  C66 1.095
95 C 1.958 16.771 5.289  H17 1.092, N30 1.484, C71 1.510, C145 1.542
96 H -7.478 16.011 0.639  C120 1.089
97 H -3.248 19.872 7.515  N131 1.020
98 O -6.933 16.140 -3.597  H13 0.965, H34 0.965
99 H -3.970 19.257 0.132  C129 1.097
100 H -13.930 15.964 5.793  C118 1.088
101 C -4.929 14.619 2.039  H16 1.101, H84 1.100, O107 1.406, C146 1.542
102 H 0.639 19.234 -0.306  N104 1.015
103 H 1.697 13.397 -0.514  C20 1.088
104 N 0.798 18.904 0.640  C18 1.453, H86 1.020, H102 1.015
105 H -14.106 17.194 4.523  C118 1.093
106 O -12.316 16.110 4.544  C32 1.418, C118 1.419
107 O -6.082 15.410 1.900  C101 1.406, C120 1.426
108 H -4.458 17.828 1.035  C129 1.093
109 H -6.595 19.255 4.270  C133 1.099
110 H -2.585 15.843 2.845  C141 1.093
111 H -7.031 13.227 4.884  N25 1.024
112 H -7.591 15.638 5.481  C83 1.097
113 N -10.281 15.164 2.684  C11 1.463, H29 1.025, H140 1.024
114 C -5.560 18.616 6.813  H7 1.100, C24 1.524, O38 1.410, H90 1.099
115 H -5.814 19.944 1.683  C31 1.089
116 H -9.525 16.535 -1.042  O119 0.988
117 H -10.948 16.973 -0.644  O119 0.962
118 C -13.405 16.723 5.217  H63 1.095, H100 1.088, H105 1.093, O106 1.419
119 O -10.365 16.208 -0.637  H116 0.988, H117 0.962
120 C -6.639 15.319 0.590  H96 1.089, O107 1.426, H130 1.096, H135 1.089
121 H -12.253 17.056 2.670  C32 1.097
122 H -1.939 16.931 6.867  O88 0.967
123 H -11.215 12.628 7.761  C42 1.096
124 H -7.233 17.887 -1.005  O56 0.970
125 H -0.981 15.766 6.573  O88 0.974
126 H 2.618 14.704 -1.172  C20 1.103
127 O -9.816 14.113 7.558  C42 1.408, C139 1.415
128 C -2.123 10.437 4.836  H19 1.092, C40 1.533, C45 1.509, N48 1.492
129 C -4.806 18.570 0.311  C31 1.525, O51 1.432, H99 1.097, H108 1.093
130 H -7.104 14.341 0.413  C120 1.096
131 N -3.156 18.856 7.506  H4 1.024, C24 1.478, H97 1.020
132 H -2.563 12.196 0.952  O3 0.963
133 C -6.264 18.257 4.592  O38 1.410, H46 1.089, H109 1.099, H134 1.096
134 H -5.886 17.896 3.630  C133 1.096
135 H -5.974 15.553 -0.239  C120 1.089
136 H 0.463 17.951 6.335  C145 1.088
137 H -1.462 9.751 6.788  C45 1.098
138 H -9.157 12.463 6.629  C139 1.099
139 C -9.038 13.550 6.519  H36 1.096, C65 1.524, O127 1.415, H138 1.099
140 H -10.586 15.284 1.714  N113 1.024
141 C -3.439 15.926 3.522  H57 1.095, H75 1.089, H110 1.093, C146 1.521
142 H -6.175 15.496 6.464  C83 1.095
143 O -2.705 18.916 4.381  H49 0.984, H76 0.964
144 H 2.337 16.795 -0.175  C26 1.096
145 C 1.330 17.340 6.577  H22 1.092, C95 1.542, H136 1.088, H150 1.092
146 C -4.336 14.699 3.461  H1 1.095, N5 1.473, C101 1.542, C141 1.521
147 H -3.628 9.481 5.760  N48 1.018
148 H -4.189 18.514 9.962  C59 1.088
149 H 1.416 15.540 3.567  C71 1.092
150 H 1.145 16.515 7.268  C145 1.092
151 H -11.698 14.222 8.290  C42 1.089
152 C -0.277 10.378 2.475  H28 1.094, O53 1.408, H79 1.088, H85 1.097

Calculated values
energy relative to the best compared isomer or geometry (same formula, charge and spin)	0.0	kcal per mole
strongest force on any atom	2.0	eV/A
HOMO-LUMO gap	8.636	eV
E_HOMO	-8.66	eV